Below is 3 unconnected molecules or ions with the total composition C8H21NO4P, with properties calculated with ωB97M-V/def2-TZVPD.

HOMO level (spin up / spin down): -0.4470 / -0.4411 Eh
charge: +1
LUMO energy (spin up / spin down): -0.144 / -0.154 hartree
relative energy (zero: lowest compared OMol25 entry of this formula, charge and spin): 396.4 kJ/mol

CARTESIAN COORDINATES (ANGSTROEM)
1 C -0.90 -2.70 -1.96
2 C -3.50 1.16 0.96
3 C 1.96 1.42 1.90
4 C 3.07 -0.64 0.86
5 C 1.10 -0.22 -2.60
6 C -1.64 -2.05 -0.83
7 C -2.10 1.35 1.65
8 C 1.30 0.54 -0.36
9 N 2.38 0.70 0.63
10 O 0.00 -0.97 1.42
11 O 1.77 0.17 -1.58
12 O -1.35 -0.67 -0.71
13 O -0.99 1.39 0.59
14 P -0.28 -0.03 0.32
15 H 0.26 -2.41 -2.01
16 H -1.11 -3.70 -1.69
17 H -1.26 -2.38 -2.88
18 H -3.62 0.22 0.58
19 H -4.16 1.25 1.83
20 H -3.72 1.93 0.21
21 H 1.11 0.96 2.44
22 H 2.80 1.43 2.52
23 H 1.71 2.44 1.81
24 H 2.32 -1.21 1.43
25 H 3.19 -1.08 -0.15
26 H 4.02 -0.47 1.39
27 H 1.58 -0.43 -3.49
28 H 0.72 2.28 -1.48
29 H 0.04 -0.41 -2.56
30 H -1.24 -2.50 0.12
31 H -2.81 -2.03 -0.83
32 H -2.00 0.45 2.37
33 H -2.02 2.33 2.12
34 H 0.52 2.29 -2.35
35 H 2.84 1.58 0.31

Below is H3PS2 in the gas phase, with properties calculated with ωB97M-V/def2-TZVPD.

SMILES: SPS
HOMO level: -0.3253 Eh
LUMO energy: 0.018 hartree
relative energy (zero: lowest compared OMol25 entry of this formula, charge and spin): 27.2 kJ/mol

CARTESIAN COORDINATES (ANGSTROEM)
1 S 1.84 0.28 0.33
2 P 0.27 -1.14 0.25
3 S -1.45 0.17 0.30
4 H 2.80 -0.39 -0.18
5 H 0.00 -1.39 -1.12
6 H -1.27 0.33 1.55

Below is a molecular structure, C32H60Br15N4, with properties calculated with ωB97M-V/def2-TZVPD.

HOMO level: -0.3954 Eh
charge: +1
LUMO energy: -0.126 hartree
relative energy (zero: lowest compared OMol25 entry of this formula, charge and spin): 122.4 kJ/mol

CARTESIAN COORDINATES (ANGSTROEM)
1 C -2.34 -2.07 0.35
2 C -2.62 -0.60 -0.17
3 N -1.57 -0.07 -1.07
4 C -0.34 0.16 -0.40
5 N -0.45 0.27 0.91
6 N 0.73 0.48 1.46
7 Br 0.60 0.71 3.34
8 C 1.93 0.55 0.88
9 C 3.21 0.76 1.74
10 C 2.09 0.43 -0.55
11 C 3.40 0.47 -1.32
12 C 3.70 -0.85 -2.10
13 C 3.93 -2.09 -1.17
14 C 4.97 -3.04 -1.91
15 C 2.60 -2.91 -1.03
16 C 2.48 -3.74 0.28
17 C 3.67 -4.68 0.55
18 C 4.56 -4.53 1.53
19 C 4.69 -3.21 2.33
20 C 5.47 -5.70 1.92
21 C 0.84 0.24 -1.23
22 C 0.74 0.13 -2.76
23 N -0.23 1.03 -3.40
24 H -1.45 -2.52 -0.15
25 H -2.12 -2.00 1.44
26 H -3.22 -2.73 0.20
27 H -3.53 -0.71 -0.80
28 H -2.91 0.08 0.65
29 H -1.44 -0.81 -1.77
30 H 3.32 -0.05 2.49
31 H 3.15 1.73 2.36
32 H 4.13 0.83 1.13
33 H 4.29 0.72 -0.72
34 H 3.31 1.28 -2.08
35 H 2.95 -1.11 -2.87
36 H 4.66 -0.68 -2.64
37 H 4.38 -1.77 -0.20
38 H 5.95 -3.07 -1.41
39 H 5.04 -2.73 -2.98
40 H 4.60 -4.09 -1.94
41 H 1.75 -2.19 -1.05
42 H 2.50 -3.52 -1.95
43 H 1.59 -4.40 0.16
44 H 2.26 -3.11 1.17
45 H 3.76 -5.58 -0.09
46 H 5.24 -2.48 1.71
47 H 3.68 -2.83 2.61
48 H 5.30 -3.38 3.24
49 H 5.51 -6.41 1.07
50 H 6.50 -5.40 2.20
51 H 5.06 -6.26 2.79
52 H 0.63 -0.93 -3.07
53 H 1.74 0.43 -3.15
54 H -0.72 1.62 -2.73
55 H -0.95 0.44 -3.82
56 Br -1.26 -1.27 4.50
57 C -2.70 -0.24 5.30
58 C -3.90 -1.10 5.59
59 Br -4.90 -1.49 3.96
60 H -2.92 0.58 4.62
61 H -2.29 0.16 6.23
62 H -4.60 -0.58 6.23
63 H -3.65 -2.06 6.04
64 Br 0.33 -0.49 6.91
65 C 0.51 0.80 8.37
66 C 0.13 0.19 9.69
67 Br -1.80 0.03 9.87
68 H -0.11 1.66 8.10
69 H 1.56 1.09 8.36
70 H 0.44 0.83 10.51
71 H 0.55 -0.80 9.84
72 Br -3.53 1.47 -2.70
73 C -4.21 2.99 -3.71
74 C -3.23 3.43 -4.76
75 Br -1.75 4.43 -3.98
76 H -4.44 3.77 -2.98
77 H -5.13 2.64 -4.16
78 H -3.70 4.12 -5.45
79 H -2.80 2.61 -5.32
80 Br -5.59 0.48 -6.78
81 C -6.28 1.99 -7.81
82 C -5.31 2.42 -8.88
83 Br -3.83 3.42 -8.13
84 H -6.51 2.78 -7.10
85 H -7.21 1.63 -8.26
86 H -5.80 3.10 -9.58
87 H -4.89 1.58 -9.43
88 Br -3.91 3.12 6.15
89 C -2.56 4.51 5.89
90 C -2.30 4.75 4.43
91 Br -1.21 3.34 3.64
92 H -1.67 4.19 6.43
93 H -2.97 5.40 6.36
94 H -1.73 5.67 4.29
95 H -3.21 4.81 3.83
96 Br -3.05 -0.51 -9.33
97 C -3.81 -1.97 -10.35
98 C -4.00 -1.59 -11.80
99 Br -5.55 -0.43 -12.02
100 H -4.74 -2.26 -9.86
101 H -3.09 -2.79 -10.27
102 H -4.21 -2.47 -12.40
103 H -3.15 -1.06 -12.21
104 Br 2.67 2.48 4.06
105 C 4.34 2.85 5.01
106 C 4.11 3.74 6.20
107 Br 3.84 5.59 5.66
108 H 5.03 3.28 4.29
109 H 4.71 1.87 5.33
110 H 4.99 3.76 6.85
111 H 3.24 3.45 6.79

Below is C5H10O in the gas phase, with properties calculated with ωB97M-V/def2-TZVPD.

SMILES: COC1CCC1
HOMO level: -0.3500 Eh
LUMO energy: 0.042 hartree
relative energy (zero: lowest compared OMol25 entry of this formula, charge and spin): 139.3 kJ/mol

CARTESIAN COORDINATES (ANGSTROEM)
1 C -1.90 0.46 -1.18
2 O -0.77 1.06 -0.60
3 C 0.35 0.21 -0.53
4 C 0.17 -1.06 0.34
5 C 1.05 -0.43 1.44
6 C 1.37 0.74 0.49
7 H -2.44 -0.17 -0.45
8 H -1.64 -0.17 -2.04
9 H -2.57 1.26 -1.51
10 H 0.71 0.01 -1.55
11 H -0.86 -1.28 0.63
12 H 0.61 -1.95 -0.12
13 H 1.91 -1.03 1.76
14 H 0.49 -0.14 2.33
15 H 1.10 1.74 0.86
16 H 2.40 0.75 0.13

Below is a molecular structure, C15H42O17P2S3, with properties calculated with ωB97M-V/def2-TZVPD.

HOMO level: -0.3630 Eh
LUMO energy: 0.014 hartree

CARTESIAN COORDINATES (ANGSTROEM)
1 O -5.13 1.47 3.12
2 S -4.38 1.27 1.89
3 O -4.69 1.80 0.58
4 O -2.83 1.75 2.25
5 C -2.38 1.90 3.59
6 C -0.88 2.40 3.62
7 C -4.11 -0.59 1.66
8 H -2.43 0.94 4.10
9 H -3.00 2.57 4.18
10 H -0.76 3.34 3.07
11 H -0.20 1.61 3.29
12 H -0.62 2.64 4.65
13 H -4.41 -1.13 2.56
14 H -3.09 -0.76 1.33
15 H -4.70 -0.92 0.80
16 O -2.06 5.45 -0.33
17 S -2.42 4.20 -1.02
18 O -3.15 4.18 -2.25
19 O -1.03 3.35 -1.21
20 C -0.97 2.46 -2.25
21 C -0.09 2.84 -3.53
22 C -3.31 3.24 0.15
23 H -1.89 1.93 -2.50
24 H -0.38 1.66 -1.81
25 H -0.56 3.76 -3.90
26 H -0.15 2.03 -4.25
27 H 0.92 3.07 -3.19
28 H -2.65 2.95 0.97
29 H -3.87 2.45 -0.37
30 H -4.08 3.91 0.52
31 O 1.71 1.03 2.74
32 S 2.98 1.50 2.15
33 O 4.22 0.87 2.54
34 O 2.87 1.44 0.50
35 C 2.05 0.39 -0.13
36 C 2.15 0.50 -1.57
37 C 3.06 3.37 2.41
38 H 1.03 0.47 0.26
39 H 2.50 -0.56 0.15
40 H 3.01 0.25 -2.19
41 H 1.97 1.56 -1.75
42 H 1.29 -0.02 -1.99
43 H 3.50 3.80 1.52
44 H 3.60 3.76 3.28
45 H 2.01 3.64 2.49
46 C 3.30 -6.68 0.02
47 O 2.26 -5.78 0.14
48 P 2.27 -4.30 -0.60
49 O 0.97 -3.55 -0.32
50 O 2.70 -4.52 -2.12
51 C 2.45 -3.51 -3.06
52 O 3.54 -3.55 0.02
53 C 3.53 -2.91 1.29
54 H 4.02 -6.20 -0.64
55 H 3.15 -7.70 -0.33
56 H 3.75 -6.54 1.00
57 H 1.85 -3.86 -3.91
58 H 3.44 -3.28 -3.47
59 H 1.94 -2.60 -2.78
60 H 4.47 -2.34 1.23
61 H 3.66 -3.64 2.09
62 H 2.60 -2.37 1.42
63 C 1.07 -1.64 -2.12
64 O 0.16 -0.62 -1.75
65 P -1.40 -1.00 -1.55
66 O -2.09 -1.73 -2.66
67 O -1.53 -1.58 0.00
68 C -0.63 -1.32 0.97
69 O -1.99 0.50 -1.25
70 C -3.39 0.60 -1.18
71 H 0.82 -2.67 -2.33
72 H 1.83 -1.83 -1.37
73 H 1.50 -1.31 -3.07
74 H 0.30 -1.87 0.82
75 H -1.26 -1.71 1.77
76 H -0.43 -0.25 1.03
77 H -3.79 0.84 -0.20
78 H -3.91 -0.32 -1.48
79 H -3.82 1.46 -1.69

Below is 3 unconnected molecules or ions with the total composition C26H37BO21P2, with properties calculated with ωB97M-V/def2-TZVPD.

SMILES: CCOC(=O)CCC[C@@](CC(=O)O)(OCO)[C@H](CB(O)O)O[C@@H](P(C)O)P(=O)(O)O.O=C1C=C(O)C(=O)C=C1O.O=C1C=C(O)C(=O)C=C1O
HOMO level: -0.3252 Eh
LUMO energy: -0.073 hartree

CARTESIAN COORDINATES (ANGSTROEM)
1 C -3.08 -5.51 2.61
2 C -2.33 -6.01 1.40
3 O -1.01 -6.41 1.81
4 C -0.18 -6.71 0.80
5 O -0.56 -6.90 -0.35
6 C 1.27 -6.78 1.17
7 C 1.94 -5.39 1.29
8 C 1.38 -4.33 0.34
9 C 2.46 -3.46 -0.31
10 C 3.25 -2.74 0.85
11 C 4.57 -3.37 1.20
12 O 4.73 -3.99 2.25
13 O 5.60 -3.23 0.32
14 O 3.45 -4.19 -0.99
15 C 3.12 -4.69 -2.25
16 O 2.16 -5.72 -2.23
17 C 1.80 -2.35 -1.14
18 C 0.58 -2.77 -1.99
19 B -0.72 -2.13 -1.35
20 O -0.95 -0.80 -1.59
21 O -1.63 -2.83 -0.58
22 O 2.81 -1.74 -1.93
23 C 2.47 -0.46 -2.41
24 P 3.53 0.94 -1.73
25 C 2.62 1.30 -0.18
26 O 4.92 0.19 -1.24
27 P 2.52 -0.51 -4.26
28 O 1.17 -0.74 -4.83
29 O 3.11 0.85 -4.82
30 O 3.52 -1.68 -4.63
31 H -4.00 -5.07 2.24
32 H -3.36 -6.34 3.25
33 H -2.51 -4.78 3.16
34 H -2.87 -6.82 0.93
35 H -2.22 -5.20 0.68
36 H 1.77 -7.38 0.43
37 H 1.37 -7.28 2.13
38 H 2.99 -5.54 1.06
39 H 1.88 -5.06 2.32
40 H 0.75 -3.65 0.92
41 H 0.78 -4.77 -0.44
42 H 3.45 -1.72 0.53
43 H 2.62 -2.67 1.73
44 H 5.83 -2.31 0.17
45 H 4.05 -5.06 -2.67
46 H 2.73 -3.93 -2.93
47 H 2.44 -6.34 -1.55
48 H 1.47 -1.60 -0.42
49 H 0.69 -2.31 -2.96
50 H 0.50 -3.84 -2.16
51 H -1.13 -0.33 -0.77
52 H -1.20 -3.31 0.12
53 H 1.43 -0.19 -2.21
54 H 1.84 2.01 -0.40
55 H 2.13 0.42 0.23
56 H 3.27 1.70 0.59
57 H 4.87 0.05 -0.29
58 H 2.36 1.29 -5.24
59 H 3.09 -2.14 -5.36
60 O -1.12 6.84 1.56
61 C -1.05 5.66 1.28
62 C -0.94 4.59 2.26
63 C -0.85 3.32 1.85
64 O -0.75 2.29 2.68
65 C -0.85 2.96 0.38
66 O -0.74 1.78 0.09
67 C -0.98 4.02 -0.59
68 C -1.07 5.29 -0.18
69 O -1.20 6.31 -1.01
70 H -0.94 4.86 3.31
71 H -0.70 1.49 2.12
72 H -0.99 3.74 -1.64
73 H -1.25 7.12 -0.45
74 O -7.65 8.34 2.50
75 C -6.59 8.61 1.97
76 C -6.47 9.33 0.72
77 C -5.26 9.56 0.20
78 O -5.07 10.21 -0.94
79 C -4.00 9.10 0.88
80 O -2.94 9.34 0.33
81 C -4.11 8.41 2.15
82 C -5.33 8.17 2.66
83 O -5.51 7.53 3.81
84 H -7.38 9.65 0.23
85 H -4.11 10.24 -1.08
86 H -3.20 8.09 2.64
87 H -6.48 7.50 3.95

| no. | E_tot (a.u.) |
| --- | --- |
| 1 | -1014.0875 |
| 2 | -1139.5154 |
| 3 | -40084.1642 |
| 4 | -271.6996 |
| 5 | -3752.7629 |
| 6 | -3300.7273 |